[1]
# C19H12Cl3N6O3PtS2

C19H12Cl3N6O3PtS2 as an isolated structure (ωB97M-V with the def2-TZVPD basis set, the Open Molecules 2025 dataset).

⟨S²⟩ ... 2.01
E_tot ... -3581.8172 Ha
Spin multiplicity ... 3
Charge ... -1
Frontier orbital gap (spin up / spin down) ... 6.195 / 6.540 eV

Each line ends with the natural charge from an NBO analysis.
Element x y z (Å)
Pt: 1.2291 0.2296 0.0243  0.99
C: -0.4315 1.7528 -2.4872  -0.67
C: -0.4264 2.6316 -1.2781  0.28
C: -1.1449 3.8511 -1.3084  -0.26
C: -1.1565 4.6574 -0.2182  -0.14
C: -0.4594 4.2781 0.9489  -0.02
C: -0.4454 5.0958 2.0996  -0.26
C: 0.2542 4.6890 3.1994  -0.19
C: 0.9434 3.4662 3.1915  -0.24
C: 0.9482 2.6230 2.0961  -0.14
S: 1.8172 1.1166 2.1735  -0.26
C: 0.2344 3.0458 0.9270  0.11
N: 0.2401 2.2610 -0.2017  -0.48
H: -0.8656 2.2731 -3.3404  0.21
H: -1.0202 0.8571 -2.2814  0.26
H: 0.5723 1.4176 -2.7352  0.26
H: -1.6752 4.1239 -2.2108  0.21
H: -1.6925 5.6006 -0.2263  0.21
H: -0.9922 6.0319 2.0889  0.20
H: 0.2769 5.3061 4.0896  0.20
H: 1.4929 3.1537 4.0712  0.22
S: 3.1518 -1.5271 0.2178  -0.15
C: 2.3280 -2.9322 0.6635  0.28
N: 1.0823 -2.8783 1.2315  -0.51
C: 0.3814 -3.9659 1.5678  0.13
C: 0.9394 -5.1988 1.4083  -0.36
C: 2.2155 -5.2198 0.8340  0.13
N: 2.8905 -4.1508 0.4800  -0.47
H: 0.6152 -1.9711 1.2334  0.47
H: -0.6217 -3.7998 1.9354  0.25
H: 0.4092 -6.0988 1.6771  0.23
H: 2.7050 -6.1693 0.6347  0.19
Cl: 1.0671 -4.1695 -3.5388  0.01
C: 0.7251 -2.4298 -3.6384  -0.19
Cl: -0.9240 -2.1901 -4.2744  0.01
Cl: 1.8856 -1.6877 -4.7519  0.01
C: 0.7409 -1.7796 -2.2002  0.74
O: 1.2786 -0.6450 -2.1535  -0.76
O: 0.1886 -2.4389 -1.3261  -0.71
O: -0.7452 -0.3834 0.8361  -0.57
N: -1.6401 -0.3533 -0.0907  0.05
C: -2.6312 -1.1863 0.0548  -0.17
C: -2.7267 -2.1032 1.1576  0.30
N: -2.7996 -2.8353 2.0424  -0.37
C: -3.6776 -1.1732 -0.9289  0.29
N: -4.5369 -1.1746 -1.6937  -0.34

***

[2]
# C19H12N4O4

An isolated molecule of C19H12N4O4 (ωB97M-V with the def2-TZVPD basis set, the Open Molecules 2025 dataset).

E_tot ... -1250.8649 Ha
SMILES ... O=C1N=c2ccccc2=C1N/N=C\c1ccc(-c2ccc([N+](=O)[O-])cc2)o1
Frontier orbital gap ... 4.969 eV

Each line ends with the natural charge from an NBO analysis.
Element x y z (Å)
O: -4.8866 1.1003 1.0713  -0.53
C: -4.6165 -0.0761 0.6929  0.46
N: -5.4147 -1.1068 1.0484  -0.59
C: -4.8692 -2.3934 0.7725  0.27
C: -5.3203 -3.7355 0.7007  -0.27
C: -4.4157 -4.7381 0.3065  -0.12
C: -3.1021 -4.4079 -0.0121  -0.28
C: -2.6389 -3.1571 0.0881  -0.14
C: -3.5304 -2.1740 0.4642  -0.23
C: -3.3314 -0.6994 0.4658  0.37
N: -2.1417 -0.0276 0.1420  -0.29
N: -2.0942 1.2164 0.1431  -0.15
C: -0.8762 1.9734 0.1337  0.03
C: 0.4420 1.3442 0.6127  0.20
C: 0.5239 0.6000 1.7317  -0.29
C: 1.9200 0.3386 1.8710  -0.27
C: 2.6263 0.9594 0.8544  0.28
C: 4.0642 1.0465 0.6833  -0.07
C: 4.6402 1.6055 -0.4577  -0.18
C: 5.9996 1.8301 -0.6877  -0.17
C: 6.8765 1.3361 0.2920  0.03
N: 8.2739 1.2200 0.0265  0.47
O: 8.9754 0.2530 0.5392  -0.37
O: 8.8008 2.0468 -0.7856  -0.35
C: 6.3336 0.7876 1.4240  -0.15
C: 4.9235 0.6689 1.6506  -0.17
O: 1.6714 1.5542 0.0333  -0.40
H: -6.4155 -3.7990 0.9287  0.24
H: -4.6638 -5.7087 0.4471  0.21
H: -2.2717 -5.0661 -0.4038  0.22
H: -1.6365 -2.8913 -0.2995  0.20
H: -1.3328 -0.6480 0.1728  0.38
H: -0.8082 2.9791 -0.2301  0.23
H: -0.2399 0.4157 2.4928  0.25
H: 2.3779 -0.0814 2.7924  0.23
H: 3.8802 1.9339 -1.1987  0.23
H: 6.3944 2.5047 -1.4728  0.26
H: 7.1055 0.4936 2.0910  0.25
H: 4.4953 0.0705 2.3645  0.22

***

[3]
# C19H13BrN4O4S

C19H13BrN4O4S as an isolated structure (ωB97M-V with the def2-TZVPD basis set, the Open Molecules 2025 dataset).

E_tot ... -4223.4410 Ha
Frontier orbital gap ... 7.485 eV

Each line ends with the natural charge from an NBO analysis.
Element x y z (Å)
O: -4.3760 2.4384 -1.5819  -0.56
C: -3.4974 2.4915 -0.7874  0.59
N: -2.2703 2.2911 -1.2720  -0.62
C: -1.0117 1.8569 -0.4753  0.26
C: 0.4021 2.5070 -0.7564  -0.24
C: 1.4278 1.9016 0.0107  -0.12
C: 1.2904 0.8712 1.0981  -0.51
C: 0.0184 0.5155 1.1325  -0.04
C: -1.0825 0.8550 0.4051  -0.32
H: -2.0842 0.4258 0.7365  0.24
H: -0.1859 -0.4000 1.8628  0.24
S: 2.6692 0.4849 1.7002  2.17
O: 3.4940 1.7875 2.4301  -0.87
O: 2.2137 -0.5771 2.7505  -0.89
N: 3.7268 -0.0132 0.5778  -0.79
C: 3.2825 -1.3033 -0.0105  0.35
N: 2.0382 -1.3446 -0.0182  -0.43
C: 1.5766 -2.4881 -0.8445  0.16
C: 0.0488 -2.5884 -1.1218  -0.18
C: -0.3115 -3.8545 -1.7667  -0.15
C: 0.7286 -4.5535 -2.5085  -0.18
C: 1.9645 -4.5727 -2.3426  -0.21
C: 2.3803 -3.3445 -1.6150  0.08
N: 3.7501 -3.2114 -1.4206  -0.31
C: 4.1575 -1.9021 -1.0241  -0.05
H: 5.1895 -1.7864 -0.6744  0.20
H: 2.8587 -4.9375 -2.6863  0.25
H: 0.1747 -5.4162 -3.1307  0.20
H: -1.2765 -4.0626 -1.8374  0.20
H: -0.5432 -2.0301 -0.4662  0.22
H: 4.5847 0.0441 0.7086  0.40
H: 2.4054 2.4460 -0.3257  0.25
H: 0.2805 3.0648 -1.5806  0.22
H: -1.8624 2.3483 -2.1875  0.42
C: -3.5726 2.5618 0.6243  0.24
C: -4.9993 2.4481 1.1897  -0.24
C: -4.4848 2.9736 2.5205  -0.24
C: -3.2884 2.9120 2.7856  0.02
O: -2.6606 2.9152 1.3967  -0.43
Br: -2.0922 3.4429 3.9405  0.22
H: -5.2457 2.8482 3.6393  0.23
H: -5.8181 1.9545 0.9251  0.23

***

[4]
# C19H13ClF3N3O

An isolated molecule of C19H13ClF3N3O (ωB97M-V with the def2-TZVPD basis set, the Open Molecules 2025 dataset).

E_tot ... -1731.0220 Ha
SMILES ... Cc1nc(C#Cc2ccnc(Cl)c2)c(C)n1-c1ccc(OC(F)(F)F)cc1
Frontier orbital gap ... 8.378 eV

Each line ends with the natural charge from an NBO analysis.
Element x y z (Å)
C: -0.0049 -2.2261 2.8154  -0.65
C: 0.3162 -1.1733 1.7957  0.36
N: 1.4664 -0.5535 1.8976  -0.43
C: 1.4284 0.2451 0.7939  0.00
C: 2.5714 1.1016 0.5929  0.06
C: 3.3710 1.9022 0.1415  -0.04
C: 4.0827 3.1053 -0.2010  -0.08
C: 5.4386 3.1025 -0.0890  -0.22
C: 6.1999 4.3039 -0.3260  0.07
N: 5.5659 5.3353 -0.8440  -0.45
C: 4.2353 5.3784 -0.8707  0.21
Cl: 3.4726 6.8396 -1.5496  -0.02
C: 3.4491 4.2709 -0.5721  -0.24
C: 0.3159 0.1452 0.0029  0.14
C: 0.0047 0.7188 -1.2921  -0.66
N: -0.4025 -0.8071 0.7113  -0.38
C: -1.6438 -1.3555 0.4718  0.17
C: -1.6612 -2.2732 -0.6918  -0.22
C: -2.9019 -2.6522 -1.1328  -0.23
C: -4.0639 -2.2086 -0.4895  0.27
O: -5.2316 -2.4747 -1.1042  -0.51
C: -5.7178 -3.7985 -1.2835  1.18
F: -5.3159 -4.3397 -2.4891  -0.34
F: -7.0233 -3.8764 -1.2887  -0.28
F: -5.1726 -4.5764 -0.3767  -0.31
C: -3.9480 -1.3691 0.7001  -0.22
C: -2.7578 -0.9824 1.2357  -0.22
H: 0.2121 -1.9520 3.8109  0.24
H: -1.0854 -2.5370 2.9112  0.22
H: 0.5481 -3.1058 2.4755  0.23
H: 5.9739 2.1929 0.0438  0.22
H: 7.3800 4.2082 -0.1423  0.21
H: 2.3932 4.3514 -0.8351  0.24
H: -0.5983 1.6634 -1.2325  0.23
H: -0.6945 0.0335 -1.7574  0.23
H: 0.9937 0.8656 -1.9118  0.25
H: -0.8106 -2.6802 -1.2620  0.24
H: -2.8823 -3.2887 -2.1194  0.24
H: -4.7886 -1.1596 1.3495  0.23
H: -2.7143 -0.3736 2.1114  0.24

***

[5]
# C19H13N4O9SW

C19H13N4O9SW as an isolated structure (ωB97M-V with the def2-TZVPD basis set, the Open Molecules 2025 dataset).

E_tot ... -2092.0067 Ha
Charge ... +3
Frontier orbital gap ... 7.202 eV

Each line ends with the natural charge from an NBO analysis.
Element x y z (Å)
W: -0.0615 -1.8174 -0.5111  2.20
C: -0.3883 9.3524 0.3253  -0.64
C: -0.5910 7.8812 0.0972  0.01
C: -0.6068 6.9922 1.1707  -0.11
C: -0.7880 5.5875 1.0173  -0.35
C: -0.8874 5.4291 -0.2872  0.58
C: -0.9496 5.9978 -1.4746  -0.35
C: -0.7593 7.3812 -1.1931  -0.11
S: -0.7112 0.0895 -2.0857  1.70
O: -0.2049 -1.1857 -2.7289  -0.92
O: -1.6092 -0.5584 -0.9678  -0.83
N: 0.5590 0.1873 -0.8888  -0.77
C: 1.8470 -0.2068 -1.3022  0.39
C: 2.8703 0.4651 -1.9316  -0.25
C: 4.0155 -0.2676 -2.2079  -0.04
C: 4.1128 -1.6206 -1.8609  -0.23
C: 3.0591 -2.2325 -1.2328  0.10
N: 1.9546 -1.5054 -0.9528  -0.54
H: -0.7508 9.6519 1.3060  0.25
H: -0.9064 9.9411 -0.4286  0.25
H: 0.6740 9.5955 0.2699  0.26
H: -0.4879 7.3333 2.1929  0.28
H: -0.8263 4.8889 1.8380  0.32
H: -1.1229 5.6027 -2.4632  0.33
H: -0.7712 8.0336 -2.0590  0.28
H: 2.7743 1.5073 -2.1995  0.26
H: 4.8482 0.2116 -2.7068  0.27
H: 5.0045 -2.1869 -2.0871  0.27
H: 3.0619 -3.2717 -0.9368  0.24
O: 1.8305 -3.5867 3.3021  -0.20
C: 0.9914 -4.1043 2.7770  0.96
O: -0.3090 -1.5237 1.1124  -0.48
C: -0.0594 -4.7301 2.1052  -0.38
C: -0.9120 -5.6299 2.7817  -0.01
C: -1.9525 -6.1746 2.0812  0.00
C: -2.2330 -5.8104 0.7696  -0.04
C: -1.3902 -4.9124 0.1472  -0.02
C: -0.2328 -4.3835 0.7411  0.45
O: 0.6185 -3.6780 0.0394  -0.68
N: -1.7718 -4.3689 -1.1421  0.56
O: -1.4851 -3.1390 -1.3724  -0.44
O: -2.3960 -4.9947 -1.9151  -0.11
N: -2.8523 -7.1465 2.7637  0.53
O: -2.5648 -7.4140 3.9020  -0.30
O: -3.7707 -7.5586 2.1030  -0.30
H: -0.7603 -5.9040 3.8203  0.31
H: -3.1090 -6.2168 0.2727  0.32

***

Energy relative to the best compared isomer or geometry (same formula, charge and spin) (computed, kJ/mol): 17.7, 334.2, 1035.4, 28.6, 31.7